Entry from OMol25: a molecular structure, C32H27N4OOsPSe3 (the ωB97M-V functional and the def2-TZVPD basis).

As for the orbital gap (spin up / spin down): 0.225 / 0.234 Ha. The spin multiplicity is 5. Its HOMO energy (spin up / spin down) is -6.2 / -7.1 eV.

CARTESIAN COORDINATES (ANGSTROEM)
Os 0.190 0.785 -0.632
C -0.776 3.473 2.606
C -1.748 4.294 2.036
C -2.017 4.187 0.687
C -1.344 3.248 -0.103
C -0.411 2.372 0.476
C -0.121 2.526 1.838
C -1.545 3.175 -1.557
C -2.250 4.184 -2.271
C -2.357 4.109 -3.617
C -1.724 3.052 -4.316
C -1.766 2.939 -5.724
C -1.111 1.924 -6.360
C -0.368 0.993 -5.602
C -0.316 1.079 -4.238
C -1.013 2.103 -3.556
N -0.981 2.162 -2.186
H -0.537 3.561 3.659
H -2.282 5.019 2.639
H -2.766 4.837 0.249
H 0.636 1.906 2.298
H -2.692 5.010 -1.736
H -2.902 4.864 -4.174
H -2.319 3.680 -6.290
H -1.141 1.844 -7.439
H 0.187 0.212 -6.110
H 0.298 0.406 -3.665
Se 3.511 0.112 1.807
P 1.796 -0.927 2.480
Se -0.054 -0.931 1.246
C 2.185 -2.692 2.777
C 1.340 -3.728 2.388
C 1.708 -5.051 2.607
C 2.916 -5.347 3.221
C 3.758 -4.315 3.619
C 3.398 -2.996 3.394
C 1.266 -0.312 4.123
C 2.239 0.168 4.998
C 1.876 0.673 6.239
C 0.539 0.715 6.612
C -0.434 0.239 5.745
C -0.074 -0.275 4.505
H 0.397 -3.502 1.912
H 1.047 -5.851 2.296
H 3.204 -6.379 3.387
H 4.703 -4.539 4.098
H 4.069 -2.193 3.674
H 3.277 0.169 4.691
H 2.640 1.047 6.909
H 0.256 1.126 7.573
H -1.479 0.274 6.028
H -0.837 -0.637 3.830
C -3.282 -2.221 -3.189
N -1.838 -2.179 -2.960
C -0.970 -2.994 -3.609
C 0.361 -2.936 -3.410
C 0.842 -1.943 -2.500
N -0.004 -1.119 -1.895
C -1.362 -1.223 -2.067
O -2.128 -0.487 -1.464
N 2.134 -1.813 -2.213
H -3.493 -2.977 -3.940
H -3.629 -1.250 -3.531
H -3.800 -2.461 -2.264
H -1.414 -3.706 -4.292
H 1.035 -3.605 -3.924
H 2.829 -2.345 -2.704
H 2.425 -1.024 -1.640
Se 2.221 1.490 -1.468

Charge distribution, Mulliken scheme, values in e: 1.40 -0.76 -0.88 -0.93 0.28 0.35 -0.12 1.43 -1.03 -0.92 1.15 -0.82 -0.64 -0.66 -0.28 -0.44 -0.04 0.46 0.38 0.32 0.51 0.29 0.42 0.39 0.39 0.46 0.43 -0.25 0.02 -0.45 1.16 -0.43 -0.63 -0.45 -0.67 -0.55 0.58 -0.34 -0.71 -0.45 -0.68 -0.19 0.24 0.39 0.37 0.38 0.28 0.30 0.38 0.39 0.40 0.32 -0.97 0.26 -0.06 -1.30 0.90 0.05 -0.02 -0.61 -0.21 0.32 0.32 0.31 0.35 0.43 0.24 -0.05 -0.50

***

Entry from OMol25: 3 unconnected molecules or ions with the total composition C32H28F2INO4 (the ωB97M-V functional and the def2-TZVPD basis).

As for the orbital gap: 0.303 Ha. Its HOMO energy is -8.9 eV. The SMILES is CNCc1c(I)c(CCCC(=O)O)cc2c1C(=O)c1ccccc1C2=O.Fc1ccccc1.Fc1ccccc1.

CARTESIAN COORDINATES (ANGSTROEM)
C 1.765 -3.531 0.789
N 0.342 -3.413 1.186
C 0.001 -2.072 1.662
C -0.332 -1.065 0.545
C 0.566 -0.112 0.045
I 2.525 -0.013 0.864
C 0.188 0.755 -0.947
C 1.092 1.848 -1.515
C 0.330 3.205 -1.342
C 1.279 4.383 -0.960
C 0.983 4.776 0.486
O 0.204 5.657 0.778
O 1.590 4.055 1.476
C -1.074 0.680 -1.498
C -1.970 -0.231 -1.035
C -1.599 -1.085 -0.003
C -2.689 -2.027 0.466
O -2.512 -3.190 0.762
C -4.062 -1.400 0.491
C -4.967 -1.601 1.504
C -6.183 -0.963 1.441
C -6.539 -0.140 0.408
C -5.630 0.066 -0.615
C -4.420 -0.562 -0.548
C -3.364 -0.353 -1.600
O -3.596 -0.319 -2.792
H 1.985 -2.999 -0.146
H 1.979 -4.594 0.668
H 2.371 -3.112 1.594
H -0.179 -3.578 0.333
H -0.914 -2.154 2.256
H 0.764 -1.651 2.315
H 2.019 1.845 -0.947
H 1.227 1.682 -2.586
H -0.331 3.059 -0.480
H -0.317 3.431 -2.188
H 0.958 5.248 -1.541
H 2.335 4.158 -1.123
H 2.325 3.555 1.098
H -1.379 1.342 -2.301
H -4.705 -2.230 2.347
H -6.860 -1.125 2.274
H -7.486 0.385 0.370
H -5.811 0.704 -1.473
F 1.886 1.282 -4.465
C 1.376 0.375 -5.330
C 2.155 -0.061 -6.382
C 1.631 -0.995 -7.264
C 0.338 -1.471 -7.087
C -0.431 -1.017 -6.024
C 0.092 -0.091 -5.134
H 3.157 0.329 -6.507
H 2.231 -1.351 -8.090
H -0.069 -2.197 -7.779
H -1.439 -1.385 -5.886
H -0.490 0.267 -4.294
F 3.319 -2.640 5.302
C 3.312 -1.361 5.724
C 2.654 -0.409 4.972
C 2.642 0.908 5.409
C 3.296 1.256 6.584
C 3.957 0.285 7.325
C 3.963 -1.035 6.897
H 2.157 -0.698 4.056
H 2.123 1.663 4.832
H 3.290 2.284 6.921
H 4.470 0.556 8.238
H 4.465 -1.807 7.465

Charge distribution, Mulliken scheme, values in e: -0.75 -0.21 -0.07 1.03 -0.80 -0.04 0.94 -0.60 -0.52 -0.80 0.39 -0.58 -0.42 -0.37 0.35 0.51 -0.26 -0.56 0.36 -0.70 -0.51 -0.67 -0.59 0.59 -0.18 -0.58 0.24 0.32 0.26 0.32 0.51 -0.80 0.52 -0.47 0.46 0.42 0.30 0.46 0.34 0.47 0.50 0.37 0.40 0.49 -0.30 0.33 -0.55 -0.43 -0.49 -0.55 -0.07 0.42 0.36 0.37 0.41 0.41 -0.29 0.12 0.21 -0.54 -0.56 -0.40 -0.42 0.26 0.47 0.38 0.36 0.42

***

Entry from OMol25: a molecular structure, C32H28F5N6O2RuS (the ωB97M-V functional and the def2-TZVPD basis).

As for the orbital gap (spin up / spin down): 0.167 / 0.165 Ha. The spin multiplicity is 2. The energy above the lowest of the compared OMol25 structures with the same formula, charge and spin is 475.45 kJ/mol. Its HOMO energy (spin up / spin down) is -12.6 / -12.6 eV. The net charge is +2.

CARTESIAN COORDINATES (ANGSTROEM)
Ru 0.463 -0.310 0.148
C 0.028 0.976 2.843
C 0.001 -0.372 3.532
C -0.689 -1.463 2.765
C -1.067 -2.628 3.488
C -1.638 -3.716 2.814
C -1.998 -3.579 1.516
C -1.858 -2.240 0.835
N -0.911 -1.306 1.490
N 0.970 1.047 1.713
C 0.882 2.359 1.039
C 1.671 2.324 -0.233
C 2.179 3.464 -0.823
C 2.874 3.346 -2.017
C 3.066 2.085 -2.559
C 2.530 0.994 -1.904
N 1.834 1.108 -0.765
C 2.368 0.780 2.156
C 2.768 -0.649 1.968
C 3.867 -1.215 2.594
C 4.174 -2.537 2.330
C 3.366 -3.256 1.456
C 2.292 -2.620 0.875
N 1.999 -1.332 1.125
H -0.964 1.211 2.457
H 0.294 1.738 3.582
H 0.998 -0.704 3.832
H -0.557 -0.248 4.463
H -0.838 -2.687 4.543
H -1.794 -4.655 3.329
H -2.465 -4.392 0.980
H -1.691 -1.368 -0.995
H -0.168 2.554 0.816
H 1.244 3.165 1.687
H 2.022 4.429 -0.359
H 3.267 4.225 -2.509
H 3.620 1.944 -3.476
H 2.674 -0.007 -2.283
H 3.041 1.409 1.574
H 2.496 1.067 3.204
H 4.471 -0.623 3.269
H 5.031 -3.003 2.798
H 3.567 -4.294 1.229
H 1.634 -3.129 0.182
F 0.258 -1.411 -6.565
C -0.051 -0.945 -5.366
C 0.582 -1.432 -4.241
F 1.519 -2.374 -4.342
C 0.236 -0.930 -3.000
F 0.912 -1.471 -1.927
C -0.713 0.059 -2.804
S -1.181 0.736 -1.236
C -1.338 0.518 -3.964
F -2.276 1.456 -3.871
C -1.019 0.039 -5.220
F -1.637 0.512 -6.290
O -4.649 -0.179 3.054
C -5.617 -1.149 2.693
N -6.167 -0.966 1.376
C -5.644 -1.338 0.178
O -6.205 -1.154 -0.878
C -4.298 -2.043 0.125
C -4.267 -3.068 -0.859
C -3.186 -3.743 -1.434
C -1.883 -3.337 -1.324
N -1.414 -2.290 -0.547
C -3.245 -1.634 0.882
H -5.084 0.662 3.231
H -6.446 -1.158 3.398
H -5.106 -2.109 2.749
H -7.055 -0.490 1.286
H -5.244 -3.318 -1.264
H -3.409 -4.547 -2.123
H -1.134 -3.810 -1.958
H -3.388 -0.820 1.591

Charge distribution, Mulliken scheme, values in e: 0.20 -1.53 -0.97 0.73 -1.16 -1.10 -0.90 1.14 0.79 0.69 -1.08 0.70 -1.10 -0.52 -1.11 -0.78 1.11 -1.36 0.67 -1.17 -0.42 -1.11 -0.39 0.98 0.56 0.46 0.34 0.76 0.58 0.55 0.54 -0.46 0.50 0.51 0.54 0.45 0.50 0.76 0.52 0.56 0.54 0.45 0.48 0.50 -0.28 0.66 -0.05 -0.32 -0.53 -0.06 1.04 -0.59 0.05 -0.30 0.30 -0.27 -0.47 -0.63 -0.08 -0.10 -0.59 0.25 -0.20 -1.45 -0.07 0.32 -0.72 0.29 0.45 0.41 0.28 0.56 0.51 0.55 1.11

***

In the order shown, the computed max |F| values come out to 0.60 2.00 2.39 eV/A.